{"formula": "C37H49BrN2P2RuS", "method": "the ωB97M-V functional and the def2-TZVPD basis", "symbols": ["C", "C", "C", "C", "N", "C", "C", "C", "C", "C", "C", "C", "C", "C", "Ru", "P", "H", "H", "H", "H", "H", "H", "H", "H", "C", "C", "H", "H", "H", "H", "H", "C", "C", "H", "H", "H", "H", "H", "C", "C", "H", "H", "H", "H", "H", "Br", "P", "C", "C", "H", "H", "H", "H", "H", "C", "C", "H", "H", "H", "H", "H", "C", "C", "H", "H", "H", "H", "H", "N", "S", "C", "C", "C", "C", "C", "C", "C", "C", "C", "C", "C", "C", "H", "H", "H", "H", "H", "H", "H", "H", "H", "H", "H"], "coordinates": [[-5.320, 3.139, 1.045], [-5.413, 1.739, 0.823], [-6.226, 1.269, -0.218], [-6.966, 2.199, -0.957], [-6.863, 3.506, -0.741], [-6.096, 3.982, 0.246], [-4.677, 0.771, 1.572], [-3.864, 0.044, 2.147], [-2.607, -0.243, 2.661], [-1.651, 0.671, 2.080], [-0.562, -0.011, 1.635], [-0.305, -1.304, 2.108], [-1.027, -2.002, 3.068], [-2.255, -1.405, 3.345], [0.833, -0.954, 0.705], [-0.027, 0.514, -1.036], [-6.240, 0.221, -0.490], [-4.621, 3.563, 1.764], [-7.627, 1.852, -1.761], [-6.065, 5.064, 0.388], [-2.998, -1.847, 4.004], [-1.886, 1.708, 1.826], [-0.659, -2.926, 3.487], [2.258, -1.880, 0.387], [0.994, 0.778, -2.570], [0.353, 1.356, -3.836], [1.455, -0.189, -2.813], [1.806, 1.450, -2.257], [1.139, 1.460, -4.599], [-0.425, 0.709, -4.270], [-0.068, 2.363, -3.701], [-1.699, 0.048, -1.635], [-2.579, 1.113, -2.303], [-2.237, -0.342, -0.756], [-1.560, -0.794, -2.333], [-3.461, 0.619, -2.732], [-2.960, 1.853, -1.587], [-2.086, 1.644, -3.126], [-0.339, 2.224, -0.432], [-0.215, 3.425, -1.367], [0.328, 2.366, 0.434], [-1.359, 2.193, -0.021], [-0.370, 4.337, -0.785], [0.768, 3.507, -1.832], [-0.974, 3.444, -2.153], [3.073, -2.998, 1.267], [0.318, -2.913, -1.423], [-0.157, -2.688, -3.185], [0.292, -3.808, -4.120], [0.289, -1.728, -3.491], [-1.249, -2.581, -3.236], [-0.025, -3.579, -5.143], [1.379, -3.904, -4.149], [-0.138, -4.782, -3.848], [1.739, -4.099, -1.501], [1.453, -5.459, -0.904], [2.539, -3.611, -0.921], [2.134, -4.190, -2.524], [2.403, -5.974, -0.705], [0.892, -5.382, 0.037], [0.885, -6.097, -1.596], [-1.169, -3.620, -0.589], [-1.864, -4.749, -1.338], [-1.862, -2.771, -0.465], [-0.874, -3.928, 0.425], [-2.713, -5.115, -0.746], [-2.273, -4.414, -2.301], [-1.206, -5.608, -1.522], [2.456, 0.290, 0.730], [3.456, 0.205, 2.081], [4.914, 1.154, 1.620], [4.833, 2.488, 1.233], [5.995, 3.150, 0.826], [7.228, 2.492, 0.841], [7.303, 1.159, 1.266], [6.148, 0.479, 1.644], [2.378, 1.204, 3.097], [2.034, 0.705, 4.364], [0.999, 1.313, 5.073], [0.293, 2.376, 4.498], [0.624, 2.855, 3.224], [1.700, 2.286, 2.541], [2.956, 0.426, -0.170], [3.883, 3.008, 1.269], [5.930, 4.187, 0.498], [8.136, 3.012, 0.529], [8.260, 0.641, 1.292], [6.164, -0.558, 1.977], [2.561, -0.179, 4.724], [0.740, 0.937, 6.064], [-0.525, 2.839, 5.048], [0.041, 3.652, 2.749], [1.980, 2.643, 1.552]], "energy_ev": -144132.266, "charge": 4, "homo_ev": [-18.23, -18.57], "lumo_energy_ev": [-12.5886, -14.0528], "molar_mass_g_mol": 796.80, "spin_multiplicity": 5, "s2": 6.05}

---

{"formula": "C37H49ClCsF4N5O4Si3", "method": "the ωB97M-V functional and the def2-TZVPD basis", "symbols": ["Cs", "C", "C", "N", "C", "C", "C", "C", "N", "C", "C", "F", "C", "F", "C", "C", "F", "C", "F", "H", "H", "H", "H", "H", "H", "H", "H", "H", "H", "H", "H", "H", "H", "H", "C", "Si", "C", "C", "C", "Si", "C", "C", "C", "Si", "C", "C", "C", "C", "C", "C", "C", "N", "H", "H", "H", "H", "H", "H", "H", "H", "H", "H", "H", "H", "H", "H", "H", "H", "H", "H", "H", "H", "H", "H", "H", "H", "H", "H", "H", "H", "O", "C", "O", "C", "C", "Cl", "N", "N", "C", "C", "O", "O", "C", "C", "C", "C", "C", "C", "H", "H", "H", "H", "H", "H"], "coordinates": [[-0.452, 1.079, -0.010], [-5.856, -0.187, -1.173], [-4.741, 0.672, -0.555], [-3.477, 0.006, -0.286], [-2.848, -0.564, -1.474], [-2.690, 0.432, -2.618], [-3.598, -0.948, 0.813], [-2.326, -1.682, 1.253], [-1.255, -0.810, 1.671], [-0.547, -1.009, 2.756], [0.607, -0.173, 2.967], [0.930, 0.727, 1.985], [1.398, -0.202, 4.079], [2.441, 0.651, 4.163], [1.178, -1.081, 5.130], [0.107, -1.941, 4.957], [-0.163, -2.829, 5.941], [-0.708, -1.930, 3.852], [-1.729, -2.834, 3.856], [-6.769, 0.406, -1.257], [-6.076, -1.060, -0.557], [-5.586, -0.533, -2.172], [-5.103, 1.087, 0.389], [-4.550, 1.518, -1.219], [-3.399, -1.449, -1.835], [-1.853, -0.899, -1.184], [-3.646, 0.669, -3.091], [-2.046, -0.006, -3.381], [-2.231, 1.360, -2.276], [-4.323, -1.749, 0.578], [-3.988, -0.398, 1.676], [-1.968, -2.297, 0.416], [-2.657, -2.386, 2.019], [1.797, -1.099, 6.013], [2.415, -2.580, 1.322], [2.958, -2.452, -0.501], [4.227, -3.875, -0.748], [4.029, -0.876, -0.548], [1.585, -2.483, -1.714], [0.510, -3.956, -1.682], [0.301, -4.753, 0.033], [-1.301, -3.680, -2.240], [1.114, -5.408, -2.791], [1.931, -1.728, -3.329], [0.511, -1.619, -4.600], [3.332, -2.550, -4.358], [2.443, 0.114, -3.187], [3.535, 0.661, -3.866], [3.844, 2.003, -3.716], [3.050, 2.780, -2.885], [1.974, 2.170, -2.256], [1.678, 0.884, -2.399], [2.925, -1.827, 1.929], [2.621, -3.559, 1.763], [1.342, -2.398, 1.409], [5.100, -3.791, -0.092], [4.577, -3.879, -1.785], [3.750, -4.842, -0.560], [4.827, -0.938, 0.198], [3.420, 0.002, -0.319], [4.490, -0.715, -1.526], [-0.138, -4.044, 0.739], [1.259, -5.079, 0.450], [-0.358, -5.625, -0.021], [-1.934, -3.466, -1.375], [-1.701, -4.571, -2.736], [-1.398, -2.837, -2.926], [2.183, -5.574, -2.626], [0.979, -5.166, -3.851], [0.589, -6.348, -2.591], [-0.043, -2.558, -4.667], [0.895, -1.387, -5.597], [-0.187, -0.828, -4.317], [3.125, -3.622, -4.422], [4.305, -2.439, -3.868], [3.417, -2.162, -5.379], [4.140, 0.024, -4.500], [4.692, 2.441, -4.232], [3.255, 3.832, -2.735], [1.311, 2.744, -1.618], [-2.799, 7.099, -0.873], [-2.772, 7.109, 0.434], [-3.338, 7.951, 1.105], [-1.976, 6.024, 1.071], [-1.613, 5.960, 2.401], [-2.046, 6.973, 3.700], [-0.868, 4.834, 2.575], [-0.753, 4.155, 1.423], [-1.403, 4.849, 0.511], [-1.410, 4.353, -0.919], [-1.742, 5.202, -1.799], [-1.074, 3.178, -1.110], [-0.256, 4.344, 3.760], [0.520, 5.180, 4.553], [1.081, 4.682, 5.718], [0.880, 3.359, 6.085], [0.132, 2.524, 5.268], [-0.433, 3.009, 4.101], [-2.262, 6.274, -1.272], [0.692, 6.204, 4.254], [1.689, 5.335, 6.333], [1.317, 2.974, 6.997], [-0.010, 1.484, 5.533], [-1.006, 2.367, 3.445]], "energy_ev": -102382.608, "charge": -2, "homo_ev": -1.93, "lumo_energy_ev": 3.6883, "molar_mass_g_mol": 956.44}

---

> Which of these has the highest charge?

C37H49BrN2P2RuS

---

> Which formula does entry 1 have?

C37H49BrN2P2RuS

---

> The lowest charge belongs to which entry?

C37H49ClCsF4N5O4Si3